1 | 34
Properties=species:S:1:pos:R:3 method="wB97M-V/def2-TZVPD" homo_lumo_gap_ev=9.45 homo_energy_ev=-8.7805 smiles="O=C(NCCCO)NC1CCCCC1"
C 0.22893 -0.70974 -3.04624
C -0.75961 0.41542 -2.81078
C -0.13486 1.82633 -2.61825
C 0.86740 1.22151 -0.52744
C -0.88770 0.05818 0.96959
C -0.79141 0.56080 2.40004
C 0.58572 0.31069 3.12021
C 0.68474 -1.23144 3.24883
C 0.91629 -1.72686 1.83608
C -0.34170 -1.39744 0.96123
H -1.38349 -1.65995 -3.72331
H 1.18752 -0.39856 -3.50748
H 0.67099 -1.31413 -2.21867
H -1.34358 0.68255 -3.71378
H -1.58357 0.32599 -2.06350
H 0.25569 2.23960 -3.47592
H -0.96689 2.37934 -2.24491
H 1.86795 1.46227 -2.11911
H -1.08219 2.00943 -0.11915
H -1.93621 -0.00832 0.97476
H -1.55453 0.14898 2.99038
H -1.14488 1.57108 2.24751
H 0.42262 0.90072 4.07693
H 1.37779 0.78849 2.52178
H 1.58523 -1.42613 3.89710
H -0.19478 -1.59710 3.74345
H 1.75424 -1.12444 1.58694
H 1.20684 -2.76139 1.62882
H -0.36123 -1.82475 -0.04632
H -1.06599 -1.95652 1.46919
N 1.05280 1.87864 -1.68197
N -0.46860 1.17565 0.05445
O -0.38550 -1.62830 -3.94334
O 1.72197 0.80942 0.13285

2 | 34
Properties=species:S:1:pos:R:3 method="wB97M-V/def2-TZVPD" homo_lumo_gap_ev=7.50 homo_energy_ev=-6.8193
C 2.78038 1.08202 0.13206
C -2.90270 -0.90412 -0.64976
C -1.89849 -1.72631 0.16239
C -2.42296 0.49124 -0.97917
C -1.44227 -0.97399 1.35207
C -1.82976 1.04091 0.27695
C 1.21437 -0.29290 -1.37373
C 0.99477 2.23705 -1.25819
C 0.31325 0.69644 1.31412
C 1.63431 1.01349 -0.65015
N 1.01900 0.01773 2.13813
N -0.85176 0.22615 0.89083
O 3.21040 0.09246 0.79292
O 3.24615 2.31534 0.47936
H -3.06954 -1.48490 -1.64771
H -3.85619 -0.81545 -0.07768
H -2.28038 -2.77847 0.33484
H -1.00188 -2.03318 -0.42780
H -1.66568 0.51173 -1.67526
H -3.33033 1.06510 -1.39985
H -2.50583 -0.74435 1.87986
H -0.85449 -1.66958 1.89042
H -1.30487 1.97391 0.16563
H -2.60424 1.22808 0.93544
H 1.15242 -1.24519 -0.70593
H 1.91833 -0.50634 -2.19041
H 0.17052 -0.09117 -1.69625
H 1.05051 2.15010 -2.40012
H -0.11484 2.24270 -1.19264
H 1.34954 3.14898 -1.03559
H 0.46972 1.75782 1.29371
H 2.08508 0.21832 1.99491
H 0.87036 -0.97671 2.03737
H 4.17741 2.30075 0.69455

Relative energy of each structure, in kcal/mol: 1 0.0; 2 17.7.

1 | 8
Properties=species:S:1:pos:R:3 method="wB97M-V/def2-TZVPD" homo_lumo_gap_ev=8.00 homo_energy_ev=-8.7371 smiles=C#[SiH].C#C
C -1.84489 1.08711 0.11983
C 1.82022 0.53460 -0.17130
C 2.88016 0.17164 0.21632
Si -2.04530 -0.60772 -0.12239
H -1.57149 1.56354 1.16826
H 0.95745 0.71552 -0.59020
H 3.85032 -0.13509 0.70546
H -2.48792 -1.86634 -0.77695

2 | 8
Properties=species:S:1:pos:R:3 method="wB97M-V/def2-TZVPD" homo_lumo_gap_ev=8.73 homo_energy_ev=-8.7895 smiles=C#[SiH].C#C
C -0.77544 -1.77903 -1.10719
C -0.49107 2.04699 1.11411
C 0.08282 1.00561 1.18504
Si 0.85331 -1.94671 -1.38460
H -1.56600 -1.10725 -0.99000
H -0.91377 2.96755 0.85635
H 0.27252 -0.12952 1.31373
H 2.17150 -2.31679 -1.37167

Relative energy of each structure, in kcal/mol: 1 5.5; 2 0.0.

1 | 15
Properties=species:S:1:pos:R:3 method="wB97M-V/def2-TZVPD" homo_lumo_gap_ev=5.55 homo_energy_ev=-9.8477
C 2.32065 -0.33727 0.26563
N 2.34152 0.06760 -1.05690
C -1.76461 -0.08333 1.64624
C 1.13054 0.47812 -1.49120
O 1.38138 -0.43780 1.02068
H 3.31426 -0.57184 0.67353
H -2.43619 -0.13604 2.49901
H -0.72559 -0.08434 1.97103
H -1.88853 0.89691 1.19522
H 0.66343 1.32282 -0.97974
H 1.05381 0.72137 -2.55005
H 0.26625 -0.36277 -1.42144
H -1.94333 -0.82516 0.88191
H -2.12334 -0.50242 -1.69654
O -1.59026 -0.14587 -0.95738

2 | 15
Properties=species:S:1:pos:R:3 method="wB97M-V/def2-TZVPD" homo_lumo_gap_ev=10.41 homo_energy_ev=-9.7305 smiles="CC(N)=O.CO"
C -0.49160 -1.04514 -2.40112
C 0.16580 -0.46963 -1.18124
O -0.49584 -0.15526 -0.21734
N 1.51899 -0.14734 -1.24501
H 2.06554 -0.55936 -0.50211
H 1.99169 -0.21430 -2.13660
H -1.45444 -0.55846 -2.57159
H -0.85125 -2.04314 -2.13047
H -0.00828 -1.03112 -3.37430
C -0.11671 0.78405 2.62541
O -1.02551 1.81858 3.05728
H -1.66557 1.94935 2.35040
H 0.78033 1.24384 2.20997
H -0.63053 0.11139 1.96183
H 0.21738 0.31654 3.55490

3 | 15
Properties=species:S:1:pos:R:3 method="wB97M-V/def2-TZVPD" homo_lumo_gap_ev=10.64 homo_energy_ev=-9.9325 smiles="CC(N)=O.CO"
C 0.86318 0.78307 -0.00273
C 1.38661 0.77462 -1.39366
O 2.28490 0.04130 -1.75835
N 0.92844 1.71373 -2.29573
H 1.64703 0.97900 0.72158
H 0.37372 -0.18959 0.13351
H 1.42358 1.71717 -3.16330
H 0.27111 2.43117 -2.02231
H 0.01439 1.42507 0.21330
C -1.52196 -1.43676 1.24858
O -1.69473 -2.50988 2.19152
H -1.31110 -2.24835 3.01820
H -0.79739 -0.69998 1.58025
H -1.38777 -1.87970 0.27856
H -2.47999 -0.90085 1.25058

Relative energy of each structure, in kcal/mol: 1 152.0; 2 3.2; 3 0.0.

1 | 15
Properties=species:S:1:pos:R:3 method="wB97M-V/def2-TZVPD" homo_lumo_gap_ev=8.10 homo_energy_ev=-8.4904 smiles="C=CN=C.O.O"
C 0.56591 1.88651 0.37374
C -0.75069 1.86287 0.12159
C 2.29476 0.82490 1.55733
N 1.37310 0.80891 0.66154
H 1.10839 2.85193 0.40461
H -1.28492 0.91861 0.12414
H -1.12226 2.71187 -0.44098
H 3.22232 1.38647 1.42960
H 2.11396 0.10487 2.36163
H -2.69686 -3.86998 -0.16755
H -3.99375 -4.61542 -0.11134
O -3.53310 -3.90982 0.30597
H 0.93965 -0.01965 -2.94826
H 0.68294 -0.32111 -1.42543
O 1.08054 -0.62097 -2.24657

2 | 15
Properties=species:S:1:pos:R:3 method="wB97M-V/def2-TZVPD" homo_lumo_gap_ev=10.56 homo_energy_ev=-9.6852 smiles="C[C@@H](N)C=O.O"
O -1.98165 -1.34986 0.24144
C -1.00118 -0.75801 -0.12370
C 0.29426 -0.56808 0.50987
C 1.50431 -1.48527 0.05225
N 0.48451 0.91129 0.22315
H -1.03725 -0.34773 -1.26841
H 0.09872 -0.60312 1.65432
H 2.33145 -0.84997 -0.35807
H 1.08126 -2.19882 -0.76437
H 1.89505 -2.15126 0.77996
H 0.90115 1.41649 1.02641
H 0.77687 1.10322 -0.68709
H -1.62947 1.48289 -0.42910
H -1.93050 3.01148 -0.02195
O -1.78753 2.38676 -0.83472

3 | 15
Properties=species:S:1:pos:R:3 method="wB97M-V/def2-TZVPD" homo_lumo_gap_ev=10.73 homo_energy_ev=-9.7511 smiles="CC=O.NCO"
O -0.83276 -0.75924 1.29677
C -1.23372 -0.91473 0.17801
C -2.54147 -1.53368 -0.19230
H -0.61078 -0.58289 -0.68625
H -2.32376 -2.47710 -0.68709
H -3.18734 -1.73247 0.65719
H -3.01530 -0.90165 -0.93920
N 1.40636 1.36173 0.90742
C 2.04866 0.80409 -0.25194
O 1.47165 1.34944 -1.44570
H 1.90322 2.15892 1.27644
H 1.27540 0.66630 1.62780
H 1.86122 -0.26336 -0.26445
H 3.10825 1.03624 -0.34486
H 0.67037 1.78838 -1.13184

Relative energy of each structure, in kcal/mol: 1 62.4; 2 20.9; 3 0.0.

1 | 15
Properties=species:S:1:pos:R:3 method="wB97M-V/def2-TZVPD" homo_lumo_gap_ev=7.58 homo_energy_ev=-6.6510
C -0.65258 0.14681 -0.21838
C 0.21123 -0.96870 -0.76130
C -0.78748 0.40440 1.27890
N 0.09428 1.31684 -0.90817
N 1.36009 -1.23228 0.11440
H -1.63720 0.09295 -0.69112
H 0.79663 1.70564 -0.27982
H -0.46568 2.06716 -1.31882
H 2.15747 -1.54633 -0.42130
H 1.17862 -1.94037 0.82393
H -0.38392 -1.85077 -1.02424
H 0.57560 0.44080 -1.57552
H -1.29512 -0.44346 1.74074
H -1.35158 1.31343 1.50617
H 0.19964 0.49388 1.73453

2 | 15
Properties=species:S:1:pos:R:3 method="wB97M-V/def2-TZVPD" homo_lumo_gap_ev=10.09 homo_energy_ev=-8.9318 smiles=CC(C)NN
C 0.12589 0.21540 0.33398
C 0.45929 -1.27054 0.38955
C 1.38236 1.06896 0.21709
N -0.83963 0.60563 -0.66384
N -2.12640 0.11115 -0.41074
H -0.38315 0.52350 1.35879
H -0.30679 0.15950 -1.56519
H -2.23191 -0.90020 -0.49575
H -2.84025 0.58125 -0.96640
H -0.43554 -1.89446 0.47153
H 1.08642 -1.47997 1.26259
H 1.00194 -1.58279 -0.50935
H 2.02489 0.91615 1.09045
H 1.95311 0.81393 -0.68231
H 1.12978 2.13247 0.16959

3 | 15
Properties=species:S:1:pos:R:3 method="wB97M-V/def2-TZVPD" homo_lumo_gap_ev=10.40 homo_energy_ev=-9.3908 smiles="C=N.CCN"
C 3.76163 -3.45221 0.37520
N 4.11038 -2.46652 1.07041
H 4.38392 -4.34113 0.42040
H 2.85119 -3.49654 -0.22400
H 3.39522 -1.76722 1.25142
C -2.24313 0.68890 -0.91240
C -2.04768 1.57420 0.31678
N -0.90747 2.51372 0.10802
H -3.03436 1.01828 -1.58315
H -1.31416 0.82322 -1.46369
H -2.34766 -0.36789 -0.68221
H -2.96360 2.13461 0.50387
H -1.71783 1.01669 1.19093
H -0.84032 2.69498 -0.89245
H -1.08612 3.42693 0.52085

4 | 15
Properties=species:S:1:pos:R:3 method="wB97M-V/def2-TZVPD" homo_lumo_gap_ev=10.39 homo_energy_ev=-9.4643 smiles="[H]/N=C/N.CC"
C 1.23855 1.89906 -2.80293
C 0.02008 1.45186 -2.00558
H 1.84267 1.10372 -3.21114
H 1.89707 2.56496 -2.25283
H 0.90097 2.50496 -3.64160
H -0.80293 1.10657 -2.63288
H 0.29173 0.55618 -1.44292
H -0.36764 2.18333 -1.30192
N -1.39324 -1.92151 2.04197
C -0.37743 -1.24279 1.41645
N 0.53873 -0.59861 2.01333
H -2.18104 -2.10912 1.44649
H -1.56831 -1.67521 3.00347
H -0.35089 -1.44773 0.33761
H 1.21342 -0.29756 1.32400

Relative energy of each structure, in kcal/mol: 1 64.0; 2 23.9; 3 26.5; 4 0.0.

1 | 15
Properties=species:S:1:pos:R:3 method="wB97M-V/def2-TZVPD" homo_lumo_gap_ev=10.35 homo_energy_ev=-9.4351 smiles="C=C(F)/C(C)=N/C"
C 2.29096 -0.93410 0.71294
C 1.07542 -1.39121 0.45020
C -0.16196 -0.25852 0.03612
C -1.61570 -0.62786 -0.08497
C -0.41062 1.94667 -0.49526
N 0.37508 0.87109 -0.11792
F 0.75673 -2.73244 0.37021
H 3.17223 -1.63324 0.83782
H 2.50702 0.11553 0.67123
H -2.18150 -0.07359 0.61571
H -1.78742 -1.71949 -0.01690
H -2.00291 -0.42082 -1.00443
H -1.13716 1.80130 -1.25306
H 0.10843 2.70110 -0.99522
H -0.98861 2.35558 0.27352

2 | 15
Properties=species:S:1:pos:R:3 method="wB97M-V/def2-TZVPD" homo_lumo_gap_ev="9.63 / 9.63" homo_energy_ev="-9.9823 / -9.9820"
C 0.29566 -0.71607 0.64909
C -0.48754 -1.42347 1.20298
C -0.21638 1.28412 -1.75167
C 1.24150 0.16398 -0.01159
C 0.56441 1.46620 -0.45784
N -1.72862 -2.37391 2.45717
F -1.01559 -3.47807 2.83676
H -0.95197 0.49004 -1.64497
H 0.45364 1.02849 -2.56846
H -0.73670 2.20080 -2.01557
H 1.68972 -0.34306 -0.86869
H 2.02666 0.37602 0.71842
H 1.33425 2.22986 -0.59870
H -0.10583 1.80900 0.33335
H -2.36322 -2.71394 1.71973

Relative energy of each structure, in kcal/mol: 1 0.0; 2 98.3.